Entry 1:
# C6H9Cl

2 unconnected molecules or ions with the total composition C6H9Cl in a non-equilibrium geometry (ωB97M-V with the def2-TZVPD basis set, the OMol25 dataset).

Results
M = 116.59 g/mol
orbital gap (alpha / beta) = 0.21346 / 0.30469 hartree
⟨S²⟩ = 2.01
spin multiplicity = 3
E_LUMO (alpha / beta) = 0.79 / -1.84 eV
HOMO (alpha / beta) = -5.0 / -10.1 eV
relative energy (zero: lowest compared OMol25 entry of this formula, charge and spin) = 74.92 kcal/mol

Geometry as XYZ:
```
16
Properties=species:S:1:pos:R:3:forces:R:3
H -1.372237 1.516473 0.216542 -1.8 0.5 -1.5
C -0.120439 -2.606483 -2.327642 -0.4 -0.6 -0.9
H 1.045878 2.183447 1.832043 1.2 0.3 1.1
H 2.000623 -2.651622 -1.647080 -0.8 -0.6 -0.7
C -0.585649 -1.039510 0.282079 -4.3 -6.9 -3.6
H -0.223602 -2.056706 0.190263 0.4 0.4 0.5
H -1.009361 1.545837 1.972077 -0.9 -0.2 -0.2
C -0.019861 0.047554 0.825328 2.8 6.2 2.7
C -0.655876 1.374764 0.941728 3.6 0.4 1.8
H 0.897076 -0.108244 1.284177 1.7 0.2 1.0
H -1.545413 -0.938646 -0.151109 -1.0 0.0 -0.5
Cl -1.598196 -2.624608 -2.993521 -0.9 0.2 -0.1
C 1.032357 -2.845851 -2.127222 2.2 0.9 1.5
H 1.274080 2.299480 -0.004980 -1.4 -0.5 2.1
H 0.334293 3.489416 0.765958 -0.6 -0.6 1.0
C 0.546328 2.414700 0.941360 0.2 0.3 -4.3
```
Forces are in eV/Å.

Löwdin atomic charge list, values in e, 4 entries:
1 H 0.074
2 C -0.784
3 H 0.034
4 H 0.054

---

Entry 2:
# H14O7

7 unconnected molecules or ions with the total composition H14O7 (ωB97M-V with the def2-TZVPD basis set, the OMol25 dataset).

Results
M = 126.10 g/mol
structure (SMILES) = O.O.O.O.O.O.O
orbital gap = 0.38525 hartree
E_LUMO = -0.31 eV
HOMO = -10.8 eV
relative energy (zero: lowest compared OMol25 entry of this formula, charge and spin) = 36.18 kcal/mol

Geometry as XYZ:
```
21
Properties=species:S:1:pos:R:3:forces:R:3
H -4.458320 -1.318070 -12.420560 -0.2 0.1 -0.2
O -0.835690 -1.547710 -9.748120 0.8 -0.1 -0.1
H -1.721690 0.440610 -6.831140 0.0 -0.1 0.2
H -3.196020 -1.502850 -11.605470 0.3 0.0 0.1
H -1.089990 0.680200 -8.185920 0.4 0.1 -0.3
H -2.711110 -3.305810 -12.511680 -0.2 -0.1 -0.2
H 0.155650 -0.027420 -10.117120 -0.3 -0.6 0.1
O 2.172690 -2.516090 -9.941500 0.4 -0.2 0.0
O 0.659730 0.776600 -9.991870 0.3 0.5 0.2
H -1.312000 -3.572130 -11.998400 0.3 -0.2 0.0
H 1.404250 -2.331840 -9.401320 -0.4 0.2 0.1
O -3.435970 -1.464450 -8.532540 0.3 -0.3 0.2
H -4.185390 -0.869130 -8.518220 0.0 0.4 -0.1
O -2.085430 -3.030420 -11.841660 0.0 -0.1 0.0
O -3.972220 -0.948190 -11.683590 -0.3 0.2 0.1
H 1.823560 -2.625930 -10.825960 0.0 0.1 -0.2
H -3.770940 -2.262140 -8.942070 -0.2 -0.2 -0.1
O -1.837680 0.932420 -7.644100 -0.3 0.2 0.1
H 0.377440 1.350250 -10.704230 0.0 0.2 -0.1
H -1.584440 -1.451340 -9.159630 -0.7 0.2 0.4
H -1.208090 -1.906840 -10.553460 -0.2 -0.1 -0.2
```
Forces are in eV/Å.

Löwdin atomic charge list, values in e, 4 entries:
1 H 0.032
2 O -0.040
3 H 0.035
4 H -0.027

---

Entry 3:
# C4H7FOS

C4H7FOS in the gas phase in a non-equilibrium geometry (ωB97M-V with the def2-TZVPD basis set, the OMol25 dataset).

Results
M = 122.16 g/mol
structure (SMILES) = C/C(=C/SF)CO
orbital gap = 0.31989 hartree
E_LUMO = 0.02 eV
HOMO = -8.7 eV
relative energy (zero: lowest compared OMol25 entry of this formula, charge and spin) = 40.13 kcal/mol

Geometry as XYZ:
```
14
Properties=species:S:1:pos:R:3:forces:R:3
H -0.333036 -1.147373 -1.673456 -0.2 0.9 0.2
H 0.161815 -1.173355 1.900254 0.1 0.5 -0.4
C 0.155714 0.727175 1.275006 2.4 0.8 -1.3
S 3.359609 0.441163 0.243550 0.9 -0.4 -1.2
H 1.880132 -0.555757 -1.460232 0.8 -0.1 0.0
O -0.040751 -0.280223 2.203799 -0.7 -0.5 1.4
H -0.711537 1.414024 1.205754 0.3 -0.6 -0.1
C -0.594576 -0.382598 -0.917430 0.5 -1.2 3.5
C 0.616756 0.142711 -0.041021 -1.4 -1.2 -1.4
H 1.047227 1.345564 1.532761 -0.6 0.0 0.7
H -0.964879 0.570717 -1.194179 -1.1 0.4 -1.3
H -1.365232 -0.854124 -0.149546 1.4 0.9 -1.7
F 4.407654 0.115848 -1.047205 -1.2 0.4 1.2
C 1.862752 -0.037355 -0.510533 -1.2 0.2 0.4
```
Forces are in eV/Å.

Löwdin atomic charge list, values in e, 4 entries:
1 H 0.079
2 H 0.102
3 C -0.275
4 S 0.947

---

Entry 4:
# C23H34BN8Pt

A molecular structure, C23H34BN8Pt (ωB97M-V with the def2-TZVPD basis set, the OMol25 dataset).

Results
M = 628.47 g/mol
charge = +1
orbital gap (alpha / beta) = 0.34534 / 0.28209 hartree
⟨S²⟩ = 2.00
spin multiplicity = 3
E_LUMO (alpha / beta) = -2.33 / -4.05 eV
HOMO (alpha / beta) = -11.7 / -11.7 eV
relative energy (zero: lowest compared OMol25 entry of this formula, charge and spin) = 12.15 kcal/mol

Geometry as XYZ:
```
67
Properties=species:S:1:pos:R:3:forces:R:3
H 2.753849 2.599734 3.589217 -0.1 -0.1 0.0
C -1.615365 -2.318786 3.378276 0.0 0.0 0.0
N -1.788015 1.007206 0.618522 0.0 0.2 0.0
H 3.189513 -1.513473 -3.804410 -0.1 0.0 0.0
C -2.632174 1.824767 -0.017985 -0.1 -0.1 0.1
H -0.804646 -0.652979 -5.135028 0.0 0.0 0.0
H -1.618394 -4.489257 2.952628 0.0 0.1 0.0
B -1.283276 0.221257 2.966051 0.0 0.0 -0.1
H -1.840853 4.249609 -0.996945 0.0 0.0 0.0
N 0.561189 -0.316785 -2.078014 0.3 -0.2 0.2
H -2.011245 -2.168695 4.372435 0.0 0.0 -0.1
H -3.269970 1.719570 -3.399416 0.0 0.0 0.0
N -2.166341 0.937864 1.915145 -0.1 -0.1 0.1
N -0.777319 -1.718582 1.435746 0.0 0.0 0.0
C 1.808339 -0.765936 -2.335618 0.0 0.1 0.0
C 2.891842 1.732382 0.704247 0.0 0.1 0.1
H -1.640327 -3.083896 -1.273631 0.0 0.0 0.0
H -3.729048 1.753860 3.065609 0.1 0.0 -0.1
C -0.442733 -3.980961 0.317509 0.1 0.1 0.0
C -2.440762 2.204344 -1.450573 -0.2 0.0 0.0
H -4.456683 1.735015 -2.091752 0.0 0.0 0.0
C -3.621203 2.240371 0.881924 0.0 0.2 0.0
H 0.074145 -2.618496 -1.277008 0.0 0.0 0.0
C -3.274332 1.671307 2.089376 0.0 0.0 0.0
H -1.719092 0.387809 4.069353 0.0 0.0 -0.1
H 2.369603 3.831837 0.444731 0.0 0.0 0.0
H 3.668740 -1.045899 -1.526398 0.0 0.0 0.0
H -4.450141 2.902878 0.687478 0.1 -0.1 0.0
H -3.344296 0.374764 -2.238784 -0.1 0.1 0.0
C -3.431581 1.459785 -2.350126 0.0 0.0 0.0
H -0.392780 -4.210641 -1.829219 0.0 0.0 0.1
H 3.901192 -0.189767 1.018111 0.1 0.1 0.1
H 1.692096 -3.581184 0.373881 -0.1 -0.1 0.0
H -1.424822 1.910730 -1.707282 0.2 -0.1 -0.1
C -0.621934 -3.435542 -1.094166 -0.1 0.0 0.0
H -3.556116 4.064804 -1.385005 0.1 0.0 0.0
C 1.254949 -1.121975 -4.636868 0.1 -0.1 -0.1
H 2.512428 -0.413686 -0.448122 0.0 0.0 0.1
H 4.813629 0.975036 0.030004 0.0 0.0 0.0
C -0.881170 -3.056568 1.425117 0.0 0.0 0.0
C -2.549888 3.718898 -1.634543 -0.1 0.0 0.0
C 1.926455 1.512394 1.828660 0.0 0.0 0.1
H 1.163226 -4.787910 1.557930 0.0 0.0 -0.1
H 4.690169 1.185278 1.779485 0.0 0.0 0.0
C -0.339038 -0.305051 -3.091246 0.0 0.1 0.1
C -1.410375 -3.472284 2.653015 0.0 -0.1 -0.1
H 3.917772 3.366310 -0.278555 0.0 0.0 0.0
C 1.010898 -4.423509 0.540615 0.0 0.1 0.0
C 3.257857 3.212147 0.577011 0.0 0.0 0.0
C 4.144754 0.869260 0.887617 0.1 0.0 0.0
H -1.083601 -4.858701 0.415655 0.0 -0.1 0.0
H -2.351509 3.990273 -2.673060 0.0 0.0 0.0
N 2.700932 -0.880594 -1.314033 -0.3 -0.1 -0.2
H 1.279080 -5.222748 -0.154558 0.0 0.1 0.0
H 0.459777 1.659850 4.752840 0.0 0.0 -0.1
C 2.178829 -1.165866 -3.627145 0.1 0.0 -0.2
C 1.984361 1.987393 3.145504 0.1 0.1 0.0
C 0.835024 1.520232 3.749378 0.0 0.0 0.0
H 3.783378 3.556672 1.470601 0.0 0.0 0.0
C -0.045017 -0.687372 -4.367908 0.0 0.0 -0.1
N 0.143825 0.801382 2.854640 0.0 0.1 0.1
N 0.815245 0.788443 1.681285 0.0 0.0 0.0
H 2.382965 1.439310 -0.217526 -0.1 0.1 0.0
H 1.530556 -1.438222 -5.635640 0.0 0.0 0.0
H -1.331455 0.027831 -2.836255 0.0 0.1 0.1
Pt -0.123606 -0.236409 0.043665 -0.1 -0.1 0.0
N -1.227506 -1.278826 2.633562 -0.1 0.0 0.1
```
Forces are in eV/Å.

Löwdin atomic charge list, values in e, 4 entries:
1 H 0.116
2 C -0.038
3 N -0.036
4 H 0.122